[1]
{
  "formula": "C47H42N5NiS4",
  "method": "ωB97M-V with the def2-TZVPD basis set",
  "homo_ev": [-10.07, -10.31],
  "relative_energy_kcal_mol": 4.1,
  "gap_ev": [6.73, 6.96],
  "e_tot_ev": -141251.7338,
  "charge": 1,
  "elements": ["Ni", "S", "C", "N", "C", "C", "N", "C", "C", "C", "C", "C", "C", "C", "C", "S", "C", "C", "C", "C", "C", "C", "C", "H", "H", "H", "H", "H", "H", "H", "H", "H", "H", "H", "H", "H", "H", "H", "H", "H", "H", "C", "N", "C", "C", "C", "C", "C", "C", "C", "C", "H", "H", "H", "H", "H", "H", "H", "H", "H", "H", "H", "H", "S", "C", "C", "C", "C", "C", "C", "N", "C", "C", "C", "C", "C", "C", "C", "C", "N", "C", "C", "C", "C", "C", "S", "C", "H", "H", "H", "H", "H", "H", "H", "H", "H", "H", "H", "H"],
  "coordinates": [[0.02, -0.55, 0.03], [-0.46, 1.69, 1.92], [-1.59, 0.98, 2.90], [-2.33, 1.64, 3.80], [-3.21, 0.92, 4.70], [-2.55, -0.37, 5.11], [-2.21, -1.13, 3.92], [-2.18, -2.60, 4.08], [-0.93, -3.02, 4.81], [0.25, -3.27, 4.11], [1.41, -3.59, 4.80], [1.40, -3.68, 6.19], [0.23, -3.45, 6.89], [-0.94, -3.12, 6.20], [-1.79, -0.51, 2.82], [-1.52, -1.38, 1.39], [-2.21, 3.09, 4.02], [-1.46, 3.39, 5.29], [-2.12, 3.88, 6.41], [-1.43, 4.11, 7.59], [-0.08, 3.84, 7.67], [0.59, 3.34, 6.55], [-0.09, 3.12, 5.37], [-4.17, 0.72, 4.21], [-3.39, 1.53, 5.58], [-3.22, -0.97, 5.72], [-1.65, -0.16, 5.70], [-2.24, -3.06, 3.09], [-3.08, -2.88, 4.63], [0.25, -3.22, 3.03], [2.32, -3.78, 4.25], [2.31, -3.93, 6.72], [0.21, -3.53, 7.96], [-1.86, -2.96, 6.76], [-3.22, 3.49, 4.07], [-1.71, 3.51, 3.15], [-3.18, 4.11, 6.35], [-1.96, 4.50, 8.45], [0.46, 4.01, 8.59], [1.65, 3.13, 6.61], [0.43, 2.75, 4.50], [-2.39, 2.00, -0.78], [-1.19, 1.46, -1.41], [-0.27, 2.54, -1.72], [-1.57, 0.69, -2.59], [-1.53, -0.81, -2.42], [-2.09, -1.58, -3.44], [-2.03, -2.97, -3.41], [-1.41, -3.60, -2.34], [-0.87, -2.83, -1.31], [-0.91, -1.44, -1.33], [-2.98, 2.61, -1.48], [-2.13, 2.62, 0.08], [-3.02, 1.18, -0.42], [-0.72, 3.31, -2.37], [0.62, 2.15, -2.22], [0.04, 3.03, -0.80], [-0.91, 0.97, -3.42], [-2.58, 0.97, -2.92], [-2.58, -1.08, -4.27], [-2.46, -3.55, -4.21], [-1.36, -4.68, -2.30], [-0.39, -3.34, -0.48], [3.97, -0.93, 6.13], [3.03, -0.69, 7.54], [1.77, -0.25, 7.24], [1.58, -0.10, 5.84], [2.69, -0.41, 5.11], [2.83, -0.35, 3.65], [1.69, -0.52, 2.85], [1.70, -0.45, 1.54], [2.86, -0.22, 0.92], [4.07, -0.04, 1.61], [5.27, 0.20, 0.86], [5.25, 0.24, -0.48], [4.02, 0.06, -1.21], [3.96, 0.06, -2.61], [2.76, -0.16, -3.25], [1.62, -0.34, -2.43], [1.64, -0.33, -1.12], [2.83, -0.15, -0.50], [2.60, -0.21, -4.70], [1.54, -0.73, -5.40], [1.70, -0.61, -6.80], [2.87, -0.01, -7.14], [3.79, 0.43, -5.77], [4.03, -0.11, 3.01], [3.45, -0.89, 8.51], [1.02, -0.03, 7.98], [0.67, 0.28, 5.40], [0.74, -0.74, 3.32], [6.20, 0.34, 1.40], [6.15, 0.42, -1.05], [4.88, 0.20, -3.18], [0.67, -0.51, -2.90], [0.69, -1.21, -4.94], [0.99, -0.97, -7.53], [3.25, 0.21, -8.13], [4.94, 0.04, 3.59]]
}

[2]
{
  "formula": "C47H43Br2N5O7PtSTe",
  "method": "ωB97M-V with the def2-TZVPD basis set",
  "homo_ev": -6.91,
  "relative_energy_kcal_mol": 0.0,
  "gap_ev": 6.12,
  "e_tot_ev": -232677.9457,
  "charge": 0,
  "elements": ["Pt", "C", "C", "C", "C", "C", "O", "C", "C", "C", "C", "C", "C", "C", "O", "C", "C", "C", "N", "C", "C", "Te", "C", "C", "C", "C", "C", "C", "C", "C", "C", "C", "C", "C", "H", "H", "H", "H", "H", "H", "H", "H", "H", "H", "H", "H", "H", "H", "H", "H", "H", "H", "H", "H", "H", "H", "H", "H", "C", "C", "C", "C", "C", "C", "Br", "C", "C", "Br", "C", "O", "C", "N", "H", "H", "H", "H", "H", "H", "C", "C", "S", "O", "O", "C", "C", "N", "C", "N", "C", "C", "N", "O", "O", "C", "H", "H", "H", "H", "H", "H", "H", "H", "H", "H", "H", "H", "H"],
  "coordinates": [[0.27, 0.05, -0.14], [-5.76, 3.78, -0.19], [-4.55, 2.92, 0.10], [-4.38, 2.29, 1.33], [-3.28, 1.50, 1.63], [-3.23, 0.78, 2.94], [-2.85, -0.36, 3.03], [-3.74, 1.48, 4.18], [-3.75, 2.86, 4.33], [-4.21, 3.44, 5.50], [-4.67, 2.64, 6.54], [-4.65, 1.25, 6.40], [-4.18, 0.68, 5.23], [-2.26, 1.31, 0.65], [-1.24, 0.59, 0.99], [-2.43, 1.92, -0.62], [-3.57, 2.72, -0.84], [-1.45, 1.84, -1.72], [-0.27, 1.34, -1.63], [0.68, 1.49, -2.74], [1.97, 2.15, -2.26], [1.97, 4.27, -1.93], [1.13, 4.18, 0.00], [1.78, 3.43, 0.99], [1.21, 3.32, 2.25], [0.02, 3.98, 2.54], [-0.61, 4.74, 1.56], [-0.06, 4.83, 0.28], [-1.94, 2.33, -3.06], [-1.66, 3.58, -3.59], [-2.15, 3.94, -4.83], [-2.94, 3.05, -5.56], [-3.23, 1.80, -5.02], [-2.74, 1.44, -3.78], [-6.36, 3.93, 0.70], [-6.40, 3.33, -0.95], [-5.47, 4.77, -0.56], [-5.16, 2.39, 2.09], [-3.38, 3.49, 3.53], [-4.20, 4.52, 5.61], [-5.04, 3.09, 7.45], [-5.00, 0.62, 7.21], [-4.15, -0.40, 5.11], [-3.68, 3.21, -1.80], [0.24, 2.03, -3.57], [0.93, 0.50, -3.11], [2.77, 1.97, -2.99], [2.27, 1.73, -1.30], [2.70, 2.91, 0.77], [1.70, 2.72, 3.00], [-0.41, 3.89, 3.52], [-1.54, 5.25, 1.77], [-0.56, 5.42, -0.48], [-1.04, 4.27, -3.03], [-1.92, 4.92, -5.24], [-3.33, 3.34, -6.53], [-3.86, 1.11, -5.57], [-2.97, 0.47, -3.36], [-1.24, -2.67, 0.36], [-0.12, -2.49, 1.34], [0.14, -3.53, 2.25], [1.11, -3.41, 3.18], [1.84, -2.21, 3.29], [2.82, -1.99, 4.29], [3.28, -3.36, 5.52], [3.45, -0.78, 4.37], [3.14, 0.24, 3.48], [4.05, 1.89, 3.66], [2.21, 0.13, 2.43], [1.96, 1.05, 1.61], [1.55, -1.18, 2.36], [0.60, -1.38, 1.37], [-2.03, -3.27, 0.82], [-0.90, -3.20, -0.54], [-1.66, -1.72, 0.05], [-0.47, -4.43, 2.19], [1.31, -4.22, 3.88], [4.19, -0.62, 5.14], [3.22, -8.40, -2.86], [3.22, -7.05, -2.14], [3.51, -5.75, -3.31], [4.64, -6.10, -4.14], [2.25, -5.40, -3.92], [3.99, -4.38, -2.28], [3.84, -3.05, -3.03], [3.37, -1.99, -2.13], [2.07, -1.70, -1.95], [1.93, -0.73, -1.05], [3.18, -0.38, -0.61], [4.07, -1.15, -1.28], [5.51, -1.15, -1.11], [5.95, -0.43, -0.26], [6.16, -1.87, -1.84], [0.96, -2.35, -2.68], [3.00, -9.19, -2.15], [4.19, -8.59, -3.31], [2.47, -8.43, -3.65], [4.00, -6.98, -1.38], [2.25, -6.82, -1.70], [5.02, -4.55, -1.97], [3.34, -4.42, -1.40], [3.11, -3.14, -3.83], [4.78, -2.75, -3.45], [3.34, 0.38, 0.15], [1.07, -2.23, -3.76], [0.03, -1.89, -2.36], [0.93, -3.43, -2.48]]
}

[3]
{
  "formula": "C47H43BrF12N2Si",
  "method": "ωB97M-V with the def2-TZVPD basis set",
  "homo_ev": -9.17,
  "smiles": "CCCc1cnc2c(C(F)(F)C(F)(F)C(F)(F)F)cc(Br)c([Si](C)(C)C)c2n1.Fc1ccccc1.Fc1ccccc1.Fc1ccccc1.Fc1ccccc1.Fc1ccccc1",
  "gap_ev": 8.64,
  "e_tot_ev": -162948.1936,
  "charge": 0,
  "elements": ["C", "C", "C", "C", "C", "N", "C", "C", "C", "F", "F", "C", "F", "F", "C", "F", "F", "F", "C", "C", "Br", "C", "Si", "C", "C", "C", "C", "N", "H", "H", "H", "H", "H", "H", "H", "H", "H", "H", "H", "H", "H", "H", "H", "H", "H", "H", "F", "C", "C", "C", "C", "C", "C", "H", "H", "H", "H", "H", "F", "C", "C", "C", "C", "C", "C", "H", "H", "H", "H", "H", "F", "C", "C", "C", "C", "C", "C", "H", "H", "H", "H", "H", "F", "C", "C", "C", "C", "C", "C", "H", "H", "H", "H", "H", "F", "C", "C", "C", "C", "C", "C", "H", "H", "H", "H", "H"],
  "coordinates": [[-0.50, -0.31, 6.78], [-0.39, -1.80, 6.38], [-0.78, -2.03, 4.86], [-0.53, -0.78, 4.03], [0.79, -0.48, 3.55], [1.14, 0.56, 2.83], [0.05, 1.32, 2.53], [0.26, 2.46, 1.70], [1.69, 2.80, 1.23], [1.64, 3.78, 0.27], [2.28, 1.74, 0.63], [2.58, 3.32, 2.43], [3.57, 2.43, 2.64], [1.88, 3.45, 3.57], [3.28, 4.68, 2.15], [2.41, 5.70, 2.03], [4.03, 4.97, 3.24], [4.13, 4.63, 1.12], [-0.74, 3.29, 1.29], [-2.06, 2.99, 1.76], [-3.40, 4.22, 1.11], [-2.36, 1.94, 2.60], [-4.17, 1.73, 3.15], [-4.92, 3.31, 3.92], [-5.16, 1.27, 1.58], [-4.51, 0.35, 4.40], [-1.27, 1.07, 2.97], [-1.55, 0.00, 3.76], [0.32, 0.30, 6.38], [-1.48, 0.07, 6.47], [-0.44, -0.27, 7.88], [-1.10, -2.40, 6.96], [0.64, -2.20, 6.48], [-0.15, -2.81, 4.41], [-1.81, -2.39, 4.74], [1.59, -1.18, 3.83], [-0.55, 4.15, 0.65], [-5.71, 3.62, 3.21], [-4.21, 4.15, 3.96], [-5.43, 3.12, 4.88], [-6.22, 1.35, 1.88], [-4.91, 1.89, 0.72], [-4.96, 0.20, 1.42], [-3.71, 0.36, 5.15], [-5.42, 0.65, 4.96], [-4.64, -0.65, 3.96], [1.14, 2.40, -4.57], [2.31, 3.00, -4.24], [2.69, 3.04, -2.92], [3.89, 3.65, -2.58], [4.68, 4.22, -3.57], [4.28, 4.17, -4.89], [3.09, 3.55, -5.24], [2.05, 2.60, -2.16], [4.20, 3.68, -1.54], [5.62, 4.69, -3.30], [4.90, 4.61, -5.66], [2.76, 3.50, -6.27], [-1.29, -0.53, 0.25], [-1.05, -0.80, -1.04], [-1.66, -1.89, -1.64], [-1.40, -2.15, -2.98], [-0.54, -1.33, -3.69], [0.07, -0.24, -3.08], [-0.20, 0.03, -1.74], [-2.32, -2.52, -1.06], [-1.88, -3.00, -3.46], [-0.34, -1.54, -4.74], [0.74, 0.39, -3.63], [0.26, 0.88, -1.24], [-6.12, -1.07, -0.49], [-5.86, -1.37, -1.78], [-6.45, -2.49, -2.34], [-6.18, -2.79, -3.67], [-5.33, -1.98, -4.41], [-4.75, -0.86, -3.82], [-5.02, -0.55, -2.50], [-7.10, -3.11, -1.74], [-6.64, -3.65, -4.13], [-5.12, -2.22, -5.45], [-4.08, -0.24, -4.40], [-4.58, 0.32, -2.03], [0.82, -5.22, 4.85], [1.05, -5.51, 3.55], [0.44, -6.61, 2.99], [0.67, -6.91, 1.66], [1.52, -6.11, 0.90], [2.13, -5.01, 1.49], [1.89, -4.70, 2.82], [-0.22, -7.23, 3.60], [0.19, -7.77, 1.20], [1.70, -6.34, -0.14], [2.79, -4.38, 0.90], [2.35, -3.84, 3.29], [3.92, -2.18, -6.58], [4.91, -1.31, -6.28], [6.20, -1.78, -6.11], [7.21, -0.88, -5.81], [6.92, 0.47, -5.67], [5.62, 0.92, -5.85], [4.61, 0.03, -6.16], [6.40, -2.84, -6.21], [8.22, -1.24, -5.68], [7.71, 1.17, -5.44], [5.40, 1.98, -5.74], [3.59, 0.37, -6.30]]
}

[4]
{
  "formula": "C47H44B2F4N8O4Sb2SeTi",
  "method": "ωB97M-V with the def2-TZVPD basis set",
  "homo_ev": -11.61,
  "relative_energy_kcal_mol": 84.1,
  "gap_ev": 4.41,
  "e_tot_ev": -183312.5544,
  "charge": 2,
  "elements": ["Ti", "C", "C", "N", "O", "B", "F", "F", "O", "N", "C", "C", "C", "N", "O", "B", "F", "F", "O", "N", "C", "C", "C", "H", "H", "H", "H", "H", "H", "H", "H", "H", "H", "H", "H", "Se", "N", "C", "C", "C", "C", "C", "N", "C", "C", "N", "C", "C", "C", "C", "C", "N", "H", "H", "H", "H", "H", "H", "C", "C", "C", "Sb", "C", "C", "C", "C", "C", "C", "C", "C", "C", "C", "C", "C", "Sb", "C", "C", "C", "C", "C", "C", "C", "C", "C", "C", "C", "C", "H", "H", "H", "H", "H", "H", "H", "H", "H", "H", "H", "H", "H", "H", "H", "H", "H", "H", "H", "H", "H", "H", "H", "H", "H", "H"],
  "coordinates": [[-0.80, -0.96, -0.37], [-3.77, 0.84, 2.51], [-2.76, 0.59, 1.45], [-1.55, -0.19, 1.77], [-0.38, -2.11, 2.35], [0.61, -2.56, 1.45], [0.21, -3.45, 0.46], [1.81, -2.90, 1.98], [0.96, -1.15, 0.50], [1.07, -1.26, -0.94], [1.11, -2.47, -1.59], [2.24, -3.42, -1.49], [0.03, -2.63, -2.52], [-0.95, -1.78, -2.25], [-1.89, -1.60, -3.10], [-2.86, -0.40, -2.65], [-3.43, 0.04, -3.79], [-3.70, -0.95, -1.72], [-1.97, 0.66, -2.07], [-1.82, 0.57, -0.67], [-2.87, 0.98, 0.17], [-4.00, 1.77, -0.39], [-0.01, -3.59, -3.66], [-4.44, -0.01, 2.63], [-4.39, 1.71, 2.27], [-3.31, 1.03, 3.49], [2.45, -3.66, -0.44], [3.14, -2.95, -1.90], [2.04, -4.33, -2.03], [-3.80, 2.05, -1.42], [-4.16, 2.68, 0.19], [-4.92, 1.18, -0.38], [-0.17, -4.60, -3.28], [0.92, -3.59, -4.22], [-0.83, -3.35, -4.33], [-2.77, -1.72, 6.88], [-3.16, -2.40, 5.29], [-2.50, -1.74, 4.37], [-2.67, -2.17, 2.97], [-3.58, -3.10, 2.64], [-3.73, -3.60, 1.31], [-2.95, -3.07, 0.35], [-2.03, -2.11, 0.61], [-1.71, -1.69, 1.95], [-0.78, 0.54, 2.75], [-0.11, 1.55, 2.19], [0.50, 2.43, 2.97], [0.56, 2.30, 4.35], [-0.10, 1.23, 4.91], [-0.83, 0.33, 4.13], [-1.65, -0.67, 4.87], [-1.67, -0.51, 6.17], [-4.22, -3.48, 3.43], [-4.47, -4.35, 1.07], [-3.07, -3.35, -0.69], [0.96, 3.29, 2.48], [1.09, 3.03, 4.95], [-0.11, 1.10, 5.98], [0.90, 2.42, -0.21], [1.11, 2.64, -1.71], [1.45, 1.40, -2.53], [3.35, 0.71, -1.76], [4.59, 1.83, -3.03], [4.48, 1.57, -4.39], [5.31, 2.23, -5.29], [6.25, 3.14, -4.82], [6.37, 3.39, -3.46], [5.55, 2.73, -2.56], [4.64, -0.83, -1.16], [4.36, -1.57, -0.01], [5.34, -2.39, 0.51], [6.58, -2.47, -0.11], [6.85, -1.73, -1.26], [5.87, -0.90, -1.79], [2.80, 1.95, 0.63], [3.72, 3.80, 0.94], [4.14, 4.13, 2.22], [4.68, 5.38, 2.47], [4.80, 6.31, 1.44], [4.36, 5.99, 0.16], [3.82, 4.74, -0.10], [3.58, 0.72, 2.13], [2.90, -0.30, 2.77], [3.60, -1.12, 3.65], [4.95, -0.92, 3.87], [5.63, 0.09, 3.20], [4.95, 0.91, 2.31], [0.21, 1.61, 0.01], [0.54, 3.32, 0.30], [1.86, 3.42, -1.90], [0.17, 3.03, -2.12], [1.64, 1.64, -3.57], [0.68, 0.63, -2.45], [3.74, 0.87, -4.77], [5.22, 2.03, -6.35], [6.89, 3.65, -5.53], [7.11, 4.09, -3.11], [5.67, 2.91, -1.50], [3.40, -1.52, 0.48], [5.13, -2.97, 1.40], [7.35, -3.11, 0.30], [7.81, -1.79, -1.74], [6.08, -0.33, -2.69], [4.05, 3.42, 3.04], [5.01, 5.64, 3.47], [5.22, 7.28, 1.63], [4.44, 6.71, -0.64], [3.50, 4.51, -1.10], [1.85, -0.49, 2.59], [3.07, -1.93, 4.15], [5.49, -1.57, 4.56], [6.69, 0.23, 3.36], [5.50, 1.68, 1.79]]
}